Here is a 4-piece molecular cluster, C7H20NO3 overall in a non-equilibrium geometry from the OMol25 dataset. Energies are from ωB97M-V/def2-TZVPD.

Structure (ORCA input):
```
! wB97M-V def2-TZVPD RIJCOSX def2/J DEFGRID3
* xyz 1 1
N -0.20024 -1.61412 0.44867
C -0.61798 2.82350 -0.96292
H 1.10973 -1.39638 2.07386
O -0.34316 0.15436 2.85876
H 2.07397 -1.11251 -0.80884
H -0.03194 2.06621 1.04481
H 3.02921 1.05294 0.12694
H -0.60027 -3.20713 -2.51782
C 0.01094 1.87269 -0.02886
H -0.69515 -0.00405 3.74952
H -0.03331 -1.40517 -0.52339
H -0.80292 -1.70549 -2.88445
H -2.81772 0.09465 -0.41918
H -0.92564 -2.35766 0.43122
H -3.55728 -0.16305 0.82571
H -0.26383 3.85912 -0.78865
C -1.47554 2.46202 -1.91584
H 3.29006 -1.26554 0.40673
C 1.14615 -1.81280 1.00981
H -1.82507 1.42873 -1.95157
H -1.66469 3.12392 -2.71203
H 1.82862 0.73774 1.44665
H 1.37320 -2.88240 1.01867
C 1.04015 1.19395 -0.56115
H 1.18022 1.14660 -1.64336
C 2.23660 -0.99417 0.30392
O -0.61730 -2.31276 -2.16061
C 2.07255 0.57783 0.39319
O -2.94777 -0.62473 0.22124
H -0.72890 -0.82022 0.86873
H -0.24270 1.08391 2.65022
*
```

Its frontier orbital gap is 9.911 eV. As for the relative energy (zero: lowest compared OMol25 entry of this formula, charge and spin): 1.1184 eV. The calculation puts the LUMO energy at -2.62 eV.


Here is a single C17H18ClFN2O3 molecule in a non-equilibrium geometry from the OMol25 dataset. Energies are from ωB97M-V/def2-TZVPD.

Structure (ORCA input):
```
! wB97M-V def2-TZVPD RIJCOSX def2/J DEFGRID3
* xyz 0 1
C 1.65757 0.88823 3.85829
H -3.14409 -0.69638 3.12528
C 0.64790 -2.75058 -3.72701
O 0.61308 1.70898 4.33005
H -0.86677 0.08091 -3.57482
H -1.18539 -2.01742 -2.84232
H 0.28085 2.14949 1.43516
Cl -0.45822 -1.22353 3.41071
F -4.77621 1.28056 3.43173
H -0.40928 -1.61671 -5.21673
N 2.12808 -0.38642 0.52737
H 0.29657 -3.69953 -4.13891
H -1.03509 3.48797 4.58138
N 0.50251 -0.03508 -1.99466
H 1.23835 -2.05229 -5.66281
C -2.67974 0.22398 3.44127
C -0.69757 1.46318 4.06014
C -1.30812 0.27261 3.65745
H 2.10383 -0.40507 -3.97424
C 1.29840 0.57694 0.21756
C 1.60646 0.66709 2.38269
O 0.92838 2.13102 -1.48442
C -1.51919 2.57976 4.26045
C 0.93298 1.30455 1.38104
H 1.46257 -1.76848 -1.33510
O 2.32539 -0.33981 1.86400
H -3.49654 3.41063 4.22376
C 0.61206 -1.70606 -4.83761
C -2.88133 2.54052 4.06425
C 0.17792 0.32490 -3.35963
H 1.67860 -2.89718 -3.39722
C -3.44894 1.35029 3.64378
C 0.44630 -1.41904 -1.54700
C 1.09798 -0.33124 -4.39094
H 1.14855 0.31962 -5.26576
H -0.39852 -3.30797 -1.94713
H 1.69171 -0.07814 4.37597
C -0.21521 -2.39394 -2.51677
H 0.28920 1.41118 -3.40403
C 0.89826 0.95205 -1.16851
H -0.11085 -1.44303 -0.60313
H 2.56756 1.44344 4.11645
*
```

Its frontier orbital gap is 9.574 eV. As for the SMILES: O=C(c1cc(COc2ccc(F)cc2Cl)on1)N1CCCCCC1. As for the relative energy (zero: lowest compared OMol25 entry of this formula, charge and spin): 0.2833 eV. The calculation puts the LUMO energy at 0.61 eV.


Here is C18H18N2O4PtS as an isolated structure in a non-equilibrium geometry from the OMol25 dataset. Energies are from ωB97M-V/def2-TZVPD.

Structure (ORCA input):
```
! wB97M-V def2-TZVPD RIJCOSX def2/J DEFGRID3
* xyz 0 1
C 0.06671 -1.18954 3.37946
H 5.38824 -1.61439 -1.18981
C 0.41505 -1.03335 1.97349
O 1.30974 0.04837 -2.35704
H -4.01474 3.51602 -3.36095
Pt 0.37582 -0.18054 -0.63378
O -1.27573 0.90783 -1.36786
S -2.66286 0.49096 -1.79424
H -5.06629 2.14655 -2.97821
H 1.96896 -1.99622 3.89503
H -1.83813 -0.31712 2.18090
H -0.69151 -1.33363 7.18608
C 0.74526 -1.75022 5.63771
H 1.48983 -2.13642 6.32131
H -2.99970 3.39322 -1.09865
N 1.60921 -1.36253 1.55786
N 1.82206 -1.04721 0.25590
C -3.90733 2.81929 -1.29322
H -2.02320 2.11904 -3.33814
H 3.71303 -1.72316 0.40621
H -4.75117 3.36208 -0.86721
C 5.22929 -0.90380 -3.18723
C 2.54391 -0.30698 -2.55930
C -3.78396 1.42787 -0.69309
H 4.73914 -0.18498 -5.16420
C -1.45179 -0.86822 5.24771
H 2.39160 0.31974 -4.58931
C -1.20286 -0.80677 3.87956
C 2.99929 -1.25017 -0.25886
H 6.26851 -1.08963 -3.42324
C -2.98377 1.62243 -3.20594
H -3.35825 1.39756 0.30858
H -4.73894 0.89842 -0.69999
H -3.22224 1.04294 -4.09569
C -4.08554 2.58954 -2.79135
C 3.06761 -0.09319 -3.85160
O -0.48949 -0.52733 1.14715
C -0.48632 -1.31963 6.12376
C 1.01330 -1.68065 4.28969
C 3.39740 -0.91076 -1.57287
C 4.73852 -1.18001 -1.94156
C 4.37407 -0.37089 -4.16248
O -2.20527 -0.37039 3.08961
H -2.42749 -0.55414 5.59580
*
```

Its frontier orbital gap is 7.554 eV. As for the relative energy (zero: lowest compared OMol25 entry of this formula, charge and spin): 0.3080 eV. The calculation puts the LUMO energy at 0.22 eV.


Here is a 2-piece molecular cluster, C6H15NO2S overall in a non-equilibrium geometry from the OMol25 dataset. Energies are from ωB97M-V/def2-TZVPD.

Structure (ORCA input):
```
! wB97M-V def2-TZVPD RIJCOSX def2/J DEFGRID3
* xyz 0 1
C 0.22165 0.79060 -0.15755
H -0.86828 2.65194 -0.15607
H 0.98019 -2.36188 -0.33248
H 2.34946 0.71218 0.05698
H 1.85530 -0.95105 -1.17065
N 0.27560 -0.57274 0.31564
H -0.68943 2.12403 1.43891
C 1.61840 1.49772 -0.15030
H 0.66328 -0.16008 2.37091
S -2.60941 0.31414 -2.75134
H -1.63024 -0.72373 -0.20116
O -3.26918 0.52599 -1.42675
H -1.48600 -0.90033 1.50079
C 1.10601 -0.81467 1.54785
C -1.03172 -1.21136 0.52458
H 1.67245 2.33411 0.56373
H -0.91904 -2.20731 0.33853
H -1.72369 1.20940 0.36852
O -1.79202 -0.88103 -2.79686
C -0.79347 1.70704 0.44411
H 1.82008 1.93939 -1.15765
H 0.14247 -1.43926 -1.69427
C 0.90399 -1.42535 -0.79787
H 2.10778 -0.36530 1.51045
H 1.09583 -1.79246 1.81195
*
```

Its frontier orbital gap (spin up / spin down) is 4.263 / 4.292 eV. As for the relative energy (zero: lowest compared OMol25 entry of this formula, charge and spin): 5.6798 eV. The calculation puts the LUMO energy (spin up / spin down) at -1.21 / -1.19 eV.


Here is C11H13N3O5PPm as an isolated structure in a non-equilibrium geometry from the OMol25 dataset. Energies are from ωB97M-V/def2-TZVPD.

Structure (ORCA input):
```
! wB97M-V def2-TZVPD RIJCOSX def2/J DEFGRID3
* xyz 2 5
H 1.13420 0.36434 4.23064
O -0.04150 5.66802 -4.11608
H -1.19206 0.14368 4.25416
C 0.03239 -2.39702 -2.83579
N -1.35659 0.82364 2.27693
N 0.08267 -1.02799 3.04093
O -3.14137 -1.50430 -3.11321
C 0.13266 -1.72337 1.69394
C -1.19420 -0.28001 3.23290
H 1.05392 -2.31534 1.56253
C 1.19830 -0.05667 3.21045
O 0.46720 -0.98769 -5.84032
H 1.55671 1.45300 0.18995
C -0.18483 1.76032 2.35058
H -2.03657 -0.98019 3.12149
C -2.07096 -1.01136 -3.02847
C -1.58616 0.34336 0.92724
C -0.02200 4.53658 -4.33703
H 2.34351 0.00874 0.92833
H -1.88217 1.14670 0.22574
H -0.22539 2.31898 3.30047
C 2.16731 -1.17247 -3.21960
H -0.66599 -2.47694 1.58361
C 0.28440 -0.54110 -4.76961
O 0.08167 -3.42853 -3.35287
H -0.10080 0.58460 -4.44921
H -0.26552 2.51881 1.55569
N 1.13691 1.05193 2.24913
H -2.38626 -0.42081 0.97052
O 2.96856 -1.83748 -3.73484
C 1.41881 0.60994 0.89134
Pm 0.13569 -0.05661 -2.36781
H 2.15318 -0.58631 3.08511
P 0.00428 -0.52843 0.28315
*
```

Its frontier orbital gap (spin up / spin down) is 5.171 / 5.310 eV. As for the relative energy (zero: lowest compared OMol25 entry of this formula, charge and spin): 0.0000 eV. The calculation puts the LUMO energy (spin up / spin down) at -9.68 / -9.55 eV.


Here is C37H53BrF3N3O7P2S2Sn as an isolated structure in a non-equilibrium geometry from the OMol25 dataset. Energies are from ωB97M-V/def2-TZVPD.

Structure (ORCA input):
```
! wB97M-V def2-TZVPD RIJCOSX def2/J DEFGRID3
* xyz 0 1
H 4.86968 -0.73031 -4.06913
O 4.46907 -3.07731 3.28866
C 4.57696 -3.92313 0.97633
H -4.76927 -2.28568 2.51836
P 2.52092 1.13959 -0.27061
C -1.62323 4.67296 1.17289
H 0.77000 -2.92122 0.22814
H -0.92061 1.78388 4.58255
H 5.52358 -1.60986 -1.54092
H 0.57674 -0.14277 1.80409
H -0.65712 -5.50995 -3.65864
H 6.39001 -5.40906 1.93486
C -3.54279 -1.39376 1.03007
C -1.22494 -3.46421 -3.24237
C -4.01654 -0.44049 3.19677
H -4.29835 4.23878 1.14093
C -5.85976 3.01480 -4.60678
H -3.85182 -0.74355 -4.07054
F 4.76092 4.96186 -0.88471
O 1.05876 0.99665 -0.20496
C -3.75838 3.27525 1.11321
H -3.73758 0.28612 -2.63103
H -4.15506 3.73393 -5.71713
H 0.73200 2.66858 4.54923
H -2.99376 1.41585 3.65788
H 1.43597 0.23023 3.29331
H 3.80306 -6.29712 2.41043
H -5.63196 0.18947 4.44106
H -0.78390 -2.62299 1.08755
C -4.54319 3.35140 -4.78655
H -6.53493 2.97316 -5.45645
H -4.27305 2.45597 1.56214
N -4.13730 3.03925 -2.44302
H -5.76157 2.51026 -1.25980
C -3.15936 0.60175 2.91380
C 3.46114 -5.31677 2.71272
H 0.09221 -4.32830 -4.69393
C 6.00415 -4.78458 2.71544
C 5.21330 1.01915 -1.94651
H 4.58960 -0.86841 -0.23593
C -1.83906 -1.43106 -1.38085
C 3.95908 -0.38916 -3.59860
H -0.74684 3.47843 3.91859
H -3.81468 -2.18472 0.35236
C -6.29238 2.61612 -3.35301
C -5.40008 2.68758 -2.28101
H 3.66680 0.46115 -4.16909
H 6.07499 -5.29781 3.64036
F 3.31734 6.55459 -0.32494
C -0.16106 -2.34960 0.26087
C 4.15758 -0.06401 -2.15343
C -2.65176 -0.35915 0.71707
O 2.55004 4.05957 1.28828
H 3.25351 -5.37086 3.78354
C -4.18588 -1.39403 2.19921
N 1.28255 -3.07817 5.15530
H -1.73358 4.64950 0.09002
H 4.90576 1.96220 -2.41455
H -5.02177 -1.43251 4.92509
H -0.52649 4.67903 1.50116
O 1.04757 4.70077 -0.53746
H 3.29611 -1.22584 -3.74968
F 3.00741 5.44099 -2.17103
C 3.48428 5.37397 -0.92670
C 2.03498 -2.76753 4.33461
H 4.80407 -4.79767 0.37062
C 4.58939 -4.28547 2.41355
C -4.75536 -0.46871 4.46999
Sn -1.02249 1.44473 -1.12865
O 3.39597 0.89346 0.86645
O 2.71060 2.85618 -0.84084
H 2.54814 -4.99626 2.19139
H 6.73054 -3.93815 2.73706
S 2.29968 4.16583 -0.12699
H -3.71738 3.01368 0.02524
C -3.68664 3.32558 -3.68161
C 4.53474 -1.21854 -1.28549
H 0.22398 -4.10986 -1.72579
H -2.44729 3.49770 2.84195
H -4.10412 0.02273 5.23021
C -0.86032 -2.43227 -1.05951
C -0.87210 -4.61536 -4.19644
S 3.17155 -2.10341 3.25409
C 0.49658 0.34956 2.78055
C -0.54722 -3.38710 -2.00290
H 3.58390 -3.49356 0.69560
H 5.20773 1.16348 -0.91176
Br -8.10525 2.00599 -3.04346
H -2.63240 3.64743 -3.85237
H 0.88779 2.40284 2.12021
C -2.08099 -2.47533 -3.62539
H 0.10664 -1.28731 0.40502
C -0.21679 2.49349 4.00997
C -3.14051 -0.27369 -3.40090
C -2.37421 -1.45504 -2.74094
P -1.34677 1.95395 1.43090
H 3.85055 -2.05980 -1.37654
H -2.48752 0.34087 -4.02481
O 2.83796 0.37099 -1.67962
H -2.17748 5.59833 1.36516
H 5.33136 -3.17549 0.84915
H -0.25279 -0.20432 3.38990
H -1.66729 -4.70239 -4.93536
N -1.99499 -0.28145 -0.53802
C 0.07255 1.81025 2.62831
C -2.51827 0.66686 1.68733
C -2.38647 3.45742 1.75398
H -2.45206 -2.45486 -4.68764
H 6.18494 0.72580 -2.36910
*
```

Its frontier orbital gap is 7.821 eV. As for the relative energy (zero: lowest compared OMol25 entry of this formula, charge and spin): 1.4283 eV. The calculation puts the LUMO energy at 0.17 eV.